No. 1
{
  "formula": "CHFIPS",
  "method": "the ωB97M-V functional and the def2-TZVPD basis",
  "lumo_ev": [-0.756, -3.584],
  "s_squared": 2.02,
  "e_above_lowest_ev": 2.9266,
  "total_energy_ev": -31990.7606,
  "gap_ev": [7.0, 5.8],
  "multiplicity": 3,
  "elements": ["C", "F", "P", "S", "I", "H"],
  "coordinates": [[0.021, -0.851, 0.027], [-0.713, -1.034, 1.120], [0.111, 0.689, -0.939], [1.099, -2.020, -0.405], [-2.039, 1.463, -0.052], [1.522, 1.752, 0.249]],
  "forces_ev_per_a": [[1.309, 0.658, -1.060], [-0.283, 0.262, -0.193], [-1.909, -2.208, 1.539], [-0.170, 0.381, -0.139], [0.457, 0.410, -0.504], [0.597, 0.498, 0.357]]
}


No. 2
{
  "formula": "CHFN2O",
  "method": "the ωB97M-V functional and the def2-TZVPD basis",
  "smiles": "O=N/N=C\\F",
  "lumo_ev": [-0.387, -0.386],
  "e_above_lowest_ev": 4.3672,
  "total_energy_ev": -8792.1429,
  "gap_ev": [8.4, 8.4],
  "elements": ["C", "N", "N", "O", "F", "H"],
  "coordinates": [[-0.362, 0.306, 1.175], [-0.055, -0.549, -0.270], [-0.128, -0.250, -1.344], [-0.215, -0.158, -2.474], [0.737, 1.155, 1.089], [0.022, -0.504, 1.825]],
  "forces_ev_per_a": [[0.930, 0.249, 0.214], [-0.104, 0.147, 0.724], [-0.013, -1.412, 2.086], [-0.135, 0.933, -3.472], [-0.493, 0.009, 0.313], [-0.185, 0.074, 0.135]]
}


No. 3
{
  "formula": "CHFN2O2S",
  "method": "the ωB97M-V functional and the def2-TZVPD basis",
  "lumo_ev": [-2.645, -4.120],
  "e_above_lowest_ev": 3.3595,
  "total_energy_ev": -21676.4013,
  "gap_ev": [8.0, 7.0],
  "elements": ["C", "N", "N", "O", "O", "F", "S", "H"],
  "coordinates": [[-1.972, 0.449, 0.080], [-2.764, -0.389, -0.219], [-1.193, 1.354, 0.074], [1.324, -2.008, 0.526], [1.587, 0.453, 0.643], [2.041, -0.582, -1.545], [1.196, -0.721, -0.040], [-0.219, 1.444, 0.481]],
  "forces_ev_per_a": [[-1.366, -2.182, -0.533], [-0.953, -1.055, 0.248], [3.963, 4.000, 0.772], [0.340, -0.991, 0.059], [0.374, 1.186, 0.850], [-1.174, -0.623, 2.186], [0.696, 0.183, -3.126], [-1.880, -0.518, -0.455]]
}


No. 4
{
  "formula": "CHFNO2",
  "method": "the ωB97M-V functional and the def2-TZVPD basis",
  "lumo_ev": 4.110,
  "e_above_lowest_ev": 0.7655,
  "total_charge": -1,
  "total_energy_ev": -9354.2449,
  "gap_ev": 6.0,
  "elements": ["C", "N", "O", "O", "F", "H"],
  "coordinates": [[1.222, 0.418, -0.022], [-0.996, -0.406, -0.388], [1.070, 1.445, 0.507], [1.724, -0.451, -0.550], [-1.564, -1.416, 0.487], [-1.455, 0.410, -0.034]],
  "forces_ev_per_a": [[-2.292, 1.326, 0.947], [1.253, 0.403, -1.141], [-0.284, 1.307, 0.721], [2.352, -3.099, -1.812], [-0.336, -0.679, 0.776], [-0.692, 0.742, 0.508]]
}


No. 5
{
  "formula": "CHFNO5S",
  "method": "the ωB97M-V functional and the def2-TZVPD basis",
  "lumo_ev": 2.862,
  "e_above_lowest_ev": 2.3010,
  "total_charge": -1,
  "total_energy_ev": -26330.0276,
  "gap_ev": 8.5,
  "elements": ["C", "N", "O", "O", "O", "O", "O", "F", "S", "H"],
  "coordinates": [[-0.595, 0.151, -0.275], [-0.513, 1.149, 0.687], [0.576, -1.850, -1.353], [-0.117, 2.239, 0.268], [-0.918, 0.963, 1.843], [0.591, -1.793, 1.028], [2.062, -0.261, -0.142], [-1.654, -0.629, -0.317], [0.857, -1.051, -0.161], [-0.290, 1.082, -1.580]],
  "forces_ev_per_a": [[3.036, -0.247, -5.779], [-1.658, 3.292, 2.408], [0.484, 0.871, 0.104], [0.312, -0.459, 0.960], [0.646, -0.249, -1.340], [-0.336, -0.205, 1.562], [-0.084, 0.411, -0.244], [-1.104, 0.549, 0.491], [-0.130, -0.908, -1.687], [-1.166, -3.056, 3.525]]
}


No. 6
{
  "formula": "CHFO2S",
  "method": "the ωB97M-V functional and the def2-TZVPD basis",
  "lumo_ev": -1.922,
  "e_above_lowest_ev": 5.5343,
  "total_energy_ev": -18694.7334,
  "gap_ev": 8.9,
  "elements": ["C", "O", "O", "F", "S", "H"],
  "coordinates": [[0.015, -1.347, 0.241], [0.485, 1.516, 1.239], [0.416, 0.949, -1.181], [0.125, -1.843, -0.946], [0.263, 0.512, 0.163], [-1.305, 0.212, 0.484]],
  "forces_ev_per_a": [[0.084, -1.023, 0.673], [0.430, -2.833, -1.559], [0.508, -0.009, -0.899], [-0.052, 1.019, 0.587], [-2.949, 3.194, 1.971], [1.979, -0.348, -0.774]]
}


No. 7
{
  "formula": "CHFOS2",
  "method": "the ωB97M-V functional and the def2-TZVPD basis",
  "lumo_ev": -1.326,
  "e_above_lowest_ev": 2.5148,
  "total_energy_ev": -27485.4524,
  "gap_ev": 8.8,
  "elements": ["C", "O", "F", "S", "S", "H"],
  "coordinates": [[0.864, -0.227, -0.228], [0.123, 0.757, -0.322], [-0.226, -1.651, -0.171], [2.420, -0.489, -0.125], [-1.657, 0.499, -0.144], [-1.524, 1.111, 0.990]],
  "forces_ev_per_a": [[0.430, -4.153, 0.447], [-2.702, 0.832, -0.255], [2.452, 2.551, -0.243], [-0.840, -0.101, -0.120], [0.987, 0.145, -0.978], [-0.328, 0.726, 1.149]]
}


No. 8
{
  "formula": "CHFS2",
  "method": "the ωB97M-V functional and the def2-TZVPD basis",
  "lumo_ev": [-1.573, -1.573],
  "e_above_lowest_ev": 1.9929,
  "total_energy_ev": -25438.2133,
  "gap_ev": [7.9, 7.9],
  "elements": ["C", "F", "S", "S", "H"],
  "coordinates": [[-0.330, -0.523, -0.537], [0.247, -1.560, -1.017], [-1.812, -0.302, -0.165], [1.445, 0.865, 0.578], [0.450, 1.520, 1.141]],
  "forces_ev_per_a": [[2.373, 1.149, 2.208], [0.704, 0.010, -0.531], [-1.057, 0.529, -0.085], [-1.542, -1.994, -1.839], [-0.478, 0.307, 0.247]]
}


No. 9
{
  "formula": "CHI2NO2",
  "method": "the ωB97M-V functional and the def2-TZVPD basis",
  "lumo_ev": [-0.868, -1.078],
  "e_above_lowest_ev": 1.9777,
  "total_energy_ev": -22833.8501,
  "gap_ev": [8.8, 7.3],
  "elements": ["C", "N", "O", "O", "I", "I", "H"],
  "coordinates": [[0.216, -0.798, -0.072], [0.121, -0.863, 2.471], [1.177, -1.135, 2.948], [-0.900, -0.404, 2.805], [-0.865, -2.440, -0.714], [2.291, -0.798, 0.117], [-0.146, 0.162, -0.123]],
  "forces_ev_per_a": [[1.783, -2.343, 0.866], [1.232, -0.580, -2.084], [-0.743, 0.205, 0.783], [-0.938, 0.448, 1.287], [0.290, 0.576, 0.119], [-0.403, -0.149, -0.717], [-1.219, 1.844, -0.254]]
}


No. 10
{
  "formula": "CHI2O2S2",
  "method": "the ωB97M-V functional and the def2-TZVPD basis",
  "lumo_ev": 2.562,
  "e_above_lowest_ev": 0.3886,
  "total_charge": -1,
  "total_energy_ev": -43020.9270,
  "gap_ev": 6.8,
  "elements": ["C", "O", "O", "S", "S", "I", "I", "H"],
  "coordinates": [[0.298, 0.576, -0.444], [-1.558, 0.789, -2.536], [-0.674, -1.375, -2.063], [1.757, 0.563, -1.181], [-1.097, -0.122, -1.557], [-2.868, -0.451, 0.045], [-0.551, 2.532, 0.095], [-0.052, -0.132, 0.471]],
  "forces_ev_per_a": [[-2.534, -1.887, 2.232], [-0.863, 1.292, -0.934], [0.187, -1.817, 0.058], [1.490, -0.166, -0.494], [1.406, 0.734, -0.465], [-0.947, -0.402, 0.701], [-0.095, 0.620, 0.411], [1.355, 1.625, -1.508]]
}


No. 11
{
  "formula": "CHI3O",
  "method": "the ωB97M-V functional and the def2-TZVPD basis",
  "smiles": "O=CI.II",
  "lumo_ev": -1.944,
  "e_above_lowest_ev": 0.2421,
  "total_energy_ev": -27402.2206,
  "gap_ev": 7.7,
  "elements": ["C", "O", "I", "I", "I", "H"],
  "coordinates": [[-0.280, 0.929, -0.587], [-0.462, 1.199, -1.729], [-1.726, 1.613, 1.022], [-0.755, -2.337, -1.529], [-3.320, -2.858, -1.003], [0.360, 0.241, -0.054]],
  "forces_ev_per_a": [[-2.198, 0.798, -0.897], [0.885, -0.343, 1.854], [0.604, -0.141, -0.653], [-0.293, -0.282, 0.006], [0.267, 0.079, -0.030], [0.736, -0.111, -0.280]]
}


No. 12
{
  "formula": "CHIN2O2S",
  "method": "the ωB97M-V functional and the def2-TZVPD basis",
  "lumo_ev": [-1.357, -1.357],
  "e_above_lowest_ev": 1.1285,
  "total_energy_ev": -27060.2724,
  "gap_ev": [8.2, 8.2],
  "elements": ["C", "N", "N", "O", "O", "S", "I", "H"],
  "coordinates": [[-0.805, 1.340, -0.070], [-0.590, 2.484, -0.463], [0.053, 0.284, 0.211], [2.089, 2.936, 0.802], [1.420, 0.696, 0.115], [1.617, 2.297, -0.383], [-2.836, 0.636, 0.002], [0.089, -0.550, -0.361]],
  "forces_ev_per_a": [[-1.400, -1.541, -0.933], [3.271, 0.552, 0.304], [1.135, -0.166, 0.719], [0.230, 0.710, 0.196], [0.002, 1.301, -0.645], [-2.419, -0.961, 0.384], [0.311, 0.063, 0.131], [-1.129, 0.041, -0.156]]
}


No. 13
{
  "formula": "CHINOS",
  "method": "the ωB97M-V functional and the def2-TZVPD basis",
  "lumo_ev": 3.261,
  "e_above_lowest_ev": 0.5743,
  "total_charge": -1,
  "total_energy_ev": -23527.8737,
  "gap_ev": 7.0,
  "elements": ["C", "N", "O", "S", "I", "H"],
  "coordinates": [[-0.499, 0.039, -1.918], [-0.194, -0.187, -0.814], [-1.159, 0.394, -2.838], [1.205, -0.514, 0.125], [-0.141, 0.488, 3.365], [0.789, -0.220, 2.080]],
  "forces_ev_per_a": [[-2.468, 1.177, -1.018], [1.880, -0.907, 2.465], [0.440, -0.149, -1.347], [0.538, -0.282, 0.353], [0.097, -0.057, 0.347], [-0.487, 0.218, -0.800]]
}


No. 14
{
  "formula": "CHIOS2",
  "method": "the ωB97M-V functional and the def2-TZVPD basis",
  "lumo_ev": [-2.415, -2.408],
  "e_above_lowest_ev": 5.0151,
  "total_energy_ev": -32866.6334,
  "gap_ev": [6.3, 6.3],
  "elements": ["C", "O", "S", "S", "I", "H"],
  "coordinates": [[0.135, 0.109, 0.296], [0.363, 0.827, -0.692], [-0.344, -1.717, 0.303], [-1.192, -0.086, 1.395], [-0.652, 0.452, -2.531], [1.691, 0.415, 1.228]],
  "forces_ev_per_a": [[2.691, -2.612, 4.362], [0.024, 1.882, -3.684], [0.341, 1.374, 0.269], [-0.450, -0.155, -0.166], [0.340, 0.222, 0.966], [-2.946, -0.710, -1.747]]
}


No. 15
{
  "formula": "CHIS2",
  "method": "the ωB97M-V functional and the def2-TZVPD basis",
  "lumo_ev": -0.403,
  "e_above_lowest_ev": 0.1227,
  "total_energy_ev": -30823.8914,
  "gap_ev": 9.4,
  "elements": ["C", "S", "S", "I", "H"],
  "coordinates": [[0.274, 0.604, 1.124], [-1.242, 0.744, 0.951], [1.851, 0.522, 1.081], [-0.225, -1.106, -2.311], [-0.658, -0.764, -0.845]],
  "forces_ev_per_a": [[2.486, 0.137, -0.457], [-0.933, 0.093, 0.427], [-1.593, -0.041, 0.329], [0.297, -0.292, -1.002], [-0.257, 0.103, 0.702]]
}


No. 16
{
  "formula": "CHLiO2Rb",
  "method": "the ωB97M-V functional and the def2-TZVPD basis",
  "lumo_ev": [-0.766, -0.715],
  "s_squared": 0.76,
  "e_above_lowest_ev": 2.0706,
  "total_energy_ev": -6003.7856,
  "gap_ev": [3.1, 5.7],
  "multiplicity": 2,
  "elements": ["O", "C", "O", "Rb", "Li", "H"],
  "coordinates": [[-1.309, 1.139, 0.979], [0.327, 0.517, 0.381], [0.229, -0.730, -0.031], [1.819, -1.167, -2.404], [-2.324, -0.472, 0.095], [1.257, 0.713, 0.981]],
  "forces_ev_per_a": [[3.689, -2.457, -2.146], [-4.040, -1.555, 0.820], [0.054, 1.727, -0.201], [-0.403, 0.292, 0.667], [1.724, 1.436, 0.874], [-1.024, 0.557, -0.014]]
}


No. 17
{
  "formula": "CHN2",
  "method": "the ωB97M-V functional and the def2-TZVPD basis",
  "smiles": "C1#[N+]N1",
  "lumo_ev": -8.886,
  "e_above_lowest_ev": 1.8678,
  "total_charge": 1,
  "total_energy_ev": -4018.4420,
  "gap_ev": 10.3,
  "elements": ["C", "N", "N", "H"],
  "coordinates": [[0.966, -0.266, 0.554], [0.161, -0.945, -0.332], [-0.197, 0.170, -0.028], [-0.930, 1.041, -0.194]],
  "forces_ev_per_a": [[1.318, 1.189, 1.613], [-1.176, -3.638, -2.542], [-1.609, 5.082, 0.813], [1.466, -2.634, 0.116]]
}


No. 18
{
  "formula": "CHN2O2P",
  "method": "the ωB97M-V functional and the def2-TZVPD basis",
  "lumo_ev": [-2.238, -2.240],
  "e_above_lowest_ev": 0.4042,
  "total_energy_ev": -17412.6910,
  "gap_ev": [7.1, 7.1],
  "elements": ["C", "N", "N", "O", "O", "P", "H"],
  "coordinates": [[-1.659, -0.877, -0.028], [-1.871, -1.893, -0.475], [2.252, -0.045, -0.392], [2.762, 0.938, -0.172], [0.627, 0.025, 0.427], [-0.854, 0.487, 0.834], [-1.258, 1.365, -0.193]],
  "forces_ev_per_a": [[0.278, 1.971, 1.157], [-0.843, -2.418, -1.185], [-0.062, 3.407, 1.262], [-1.251, -3.088, -0.883], [1.389, 0.258, 0.338], [0.433, -0.548, -0.512], [0.056, 0.418, -0.178]]
}


No. 19
{
  "formula": "CHN3O",
  "method": "the ωB97M-V functional and the def2-TZVPD basis",
  "lumo_ev": 0.409,
  "e_above_lowest_ev": 2.8554,
  "total_energy_ev": -7568.9180,
  "gap_ev": 11.3,
  "elements": ["O", "C", "N", "N", "N", "H"],
  "coordinates": [[0.568, -1.240, -0.080], [0.874, -0.096, 0.141], [-0.051, 0.926, 0.488], [-1.175, 0.364, 0.494], [-2.096, -0.273, 0.455], [1.893, 0.301, 0.103]],
  "forces_ev_per_a": [[0.404, 0.408, 0.041], [0.047, -0.372, -0.091], [-0.030, -0.097, -0.021], [-1.235, -1.080, -0.109], [0.829, 1.142, 0.172], [-0.015, 0.000, 0.008]]
}


No. 20
{
  "formula": "CHN3O2",
  "method": "the ωB97M-V functional and the def2-TZVPD basis",
  "smiles": "O=c1[nH]nno1",
  "lumo_ev": 0.647,
  "e_above_lowest_ev": 0.8204,
  "total_energy_ev": -9616.5858,
  "gap_ev": 11.6,
  "elements": ["O", "C", "N", "N", "N", "O", "H"],
  "coordinates": [[1.839, -0.802, -0.023], [0.692, -0.464, -0.071], [0.080, 0.715, 0.293], [-1.243, 0.667, 0.065], [-1.527, -0.449, -0.412], [-0.364, -1.206, -0.525], [0.523, 1.539, 0.674]],
  "forces_ev_per_a": [[-0.444, 0.142, -0.015], [0.232, -0.007, 0.031], [0.249, 0.038, 0.046], [-0.033, -0.354, -0.143], [-0.053, 0.464, 0.170], [0.206, -0.108, -0.004], [-0.157, -0.176, -0.086]]
}